[1]
Here is one molecule with the formula C18H25F3N4O4 from the OMol25 dataset. Energies are from ωB97M-V/def2-TZVPD.

Geometry as ORCA input:
```
! RIJCOSX wB97M-V def2-TZVPD def2/J DEFGRID3
* xyz 0 1
C 3.12 6.68 1.73
C 2.04 5.81 2.37
C 2.61 4.49 2.89
C 1.58 3.62 3.51
N 1.39 3.53 4.88
C 0.43 2.69 5.03
O -0.07 2.19 3.89
C 0.68 2.80 2.91
C 0.49 2.42 1.50
O 1.04 3.03 0.61
N -0.31 1.33 1.30
C -0.51 0.79 -0.01
C 0.55 -0.18 -0.48
N 1.89 0.32 -0.27
C 2.71 0.07 0.79
O 3.64 0.80 1.06
C 2.48 -1.22 1.58
N 3.01 -2.31 0.77
C 2.23 -3.30 0.30
O 1.04 -3.44 0.48
C 2.97 -4.36 -0.55
F 4.27 -4.05 -0.74
F 2.93 -5.55 0.06
F 2.40 -4.48 -1.74
C 3.12 -1.18 2.97
C 3.00 -2.53 3.67
C 2.47 -0.09 3.81
C -1.93 0.53 -0.43
C -1.18 1.69 -1.02
H 2.71 7.62 1.36
H 3.91 6.92 2.44
H 3.58 6.16 0.89
H 1.57 6.35 3.20
H 1.26 5.59 1.64
H 3.08 3.95 2.06
H 3.38 4.68 3.64
H -0.02 2.35 5.95
H -0.69 0.86 2.10
H 0.44 -1.15 0.01
H 0.40 -0.37 -1.55
H 2.08 1.24 -0.67
H 1.41 -1.43 1.71
H 3.98 -2.30 0.52
H 4.18 -0.93 2.84
H 1.94 -2.81 3.79
H 3.49 -3.33 3.11
H 3.44 -2.49 4.66
H 1.40 -0.28 3.93
H 2.90 -0.07 4.81
H 2.60 0.90 3.37
H -2.11 -0.34 -1.05
H -2.71 0.74 0.29
H -1.44 2.68 -0.68
H -0.84 1.62 -2.04
*
```

Its frontier orbital gap is 0.3686 Eh. Its SMILES is CCCc1ncoc1C(=O)NC1(CNC(=O)[C@@H](NC(=O)C(F)(F)F)C(C)C)CC1. The calculation puts the lowest unoccupied orbital energy at 0.6 eV. The energy relative to the best compared isomer or geometry (same formula, charge and spin) is 7.11 kcal/mol. The calculation puts the calculated total energy at -1520.5460 Ha. The highest occupied orbital energy comes out at -0.3482 Eh. For the maximum force, the calculation gives 0.116 eV/A.

***

[2]
Here is one molecule with the formula C18H25F3N4O4 from the OMol25 dataset. Energies are from ωB97M-V/def2-TZVPD.

Geometry as ORCA input:
```
! RIJCOSX wB97M-V def2-TZVPD def2/J DEFGRID3
* xyz 0 1
C 1.94 4.66 0.03
C 0.68 4.05 0.62
C 0.87 2.57 0.97
C -0.34 1.97 1.58
N -0.62 2.11 2.94
C -1.74 1.50 3.10
O -2.26 0.96 1.99
C -1.35 1.27 1.01
C -1.54 0.75 -0.35
O -0.79 1.09 -1.26
N -2.55 -0.14 -0.49
C -2.76 -0.88 -1.70
C -1.95 -2.15 -1.85
N -0.50 -1.88 -1.93
C 0.30 -2.43 -0.94
O 0.51 -3.62 -0.84
C 1.14 -1.46 -0.08
N 1.16 -1.95 1.29
C 0.01 -2.12 1.94
O -1.09 -1.84 1.51
C 0.13 -2.69 3.37
F 1.39 -3.08 3.66
F -0.22 -1.75 4.26
F -0.67 -3.74 3.53
C 2.57 -1.37 -0.63
C 3.43 -0.42 0.22
C 2.56 -0.90 -2.08
C -4.16 -0.89 -2.24
C -3.08 -0.09 -2.92
H 1.79 5.71 -0.22
H 2.77 4.59 0.72
H 2.23 4.14 -0.89
H 0.39 4.59 1.53
H -0.15 4.13 -0.08
H 1.12 2.02 0.06
H 1.70 2.46 1.68
H -2.31 1.38 4.01
H -2.92 -0.54 0.37
H -2.14 -2.82 -1.00
H -2.29 -2.67 -2.75
H -0.37 -0.88 -1.98
H 0.69 -0.47 -0.09
H 2.00 -2.37 1.65
H 2.99 -2.38 -0.59
H 3.02 0.59 0.18
H 3.47 -0.72 1.27
H 4.45 -0.40 -0.16
H 2.08 0.07 -2.17
H 3.58 -0.80 -2.45
H 2.04 -1.60 -2.73
H -4.51 -1.79 -2.72
H -4.90 -0.34 -1.67
H -3.10 0.99 -2.82
H -2.69 -0.45 -3.87
*
```

Its frontier orbital gap is 0.3742 Eh. Its SMILES is CCCc1ncoc1C(=O)NC1(CNC(=O)[C@@H](NC(=O)C(F)(F)F)C(C)C)CC1. The calculation puts the lowest unoccupied orbital energy at 0.7 eV. The energy relative to the best compared isomer or geometry (same formula, charge and spin) is 10.10 kcal/mol. The calculation puts the calculated total energy at -1520.5413 Ha. The highest occupied orbital energy comes out at -0.3486 Eh. For the maximum force, the calculation gives 1.374 eV/A.

***

[3]
Here is a 2-piece molecular cluster, C18H25FN2O5S overall from the OMol25 dataset. Energies are from ωB97M-V/def2-TZVPD.

Geometry as ORCA input:
```
! RIJCOSX wB97M-V def2-TZVPD def2/J DEFGRID3
* xyz 0 1
O -2.94 -1.38 -5.50
S -3.15 -0.13 -4.74
O -3.70 0.94 -5.59
C -4.23 -0.42 -3.33
C -4.21 0.84 -2.45
C -2.85 1.09 -1.76
C -2.71 0.16 -0.55
C -3.55 0.43 0.70
C -2.04 0.68 0.73
C -1.61 0.96 -2.65
C -0.38 1.40 -2.13
C 0.81 1.28 -2.86
C 0.79 0.74 -4.15
F 1.94 0.64 -4.86
C -0.42 0.32 -4.69
C -1.61 0.42 -3.96
H -5.23 -0.62 -3.70
H -3.87 -1.29 -2.78
H -4.46 1.71 -3.07
H -4.99 0.76 -1.70
H -2.88 2.12 -1.40
H -2.53 -0.89 -0.80
H -3.93 -0.43 1.26
H -4.20 1.31 0.71
H -1.71 1.72 0.77
H -1.43 -0.03 1.30
H -0.33 1.83 -1.14
H 1.75 1.62 -2.43
H -0.43 -0.10 -5.69
C 6.04 -1.77 3.53
N 4.86 -1.54 2.70
C 3.66 -1.22 3.17
O 3.45 -1.09 4.37
C 2.55 -0.98 2.13
C 2.71 0.40 1.47
O 1.80 0.52 0.40
N 1.16 -1.25 2.53
C 0.38 -0.78 3.51
C 0.84 0.28 4.50
O -0.77 -1.19 3.59
H 6.91 -2.00 2.91
H 6.25 -0.87 4.12
H 5.86 -2.60 4.21
H 4.97 -1.64 1.70
H 2.76 -1.70 1.33
H 3.72 0.51 1.09
H 2.53 1.19 2.20
H 0.91 0.43 0.75
H 0.69 -1.97 2.00
H 1.57 0.95 4.06
H -0.03 0.86 4.82
H 1.27 -0.22 5.36
*
```

Its frontier orbital gap is 0.3584 Eh. Its SMILES is O=S1(=O)CC[C@@H](C2CC2)c2ccc(F)cc21.CNC(=O)[C@H](CO)NC(C)=O. The calculation puts the lowest unoccupied orbital energy at 0.3 eV. The calculation puts the calculated total energy at -1684.6351 Ha. The highest occupied orbital energy comes out at -0.3488 Eh. For the maximum force, the calculation gives 2.927 eV/A.

***

[4]
Here is a 2-piece molecular cluster, C18H25N2O7 overall from the OMol25 dataset. Energies are from ωB97M-V/def2-TZVPD.

Geometry as ORCA input:
```
! RIJCOSX wB97M-V def2-TZVPD def2/J DEFGRID3
* xyz 1 1
C -1.70 2.39 -4.47
C -3.24 2.85 -4.42
C -4.04 2.29 -3.12
N -4.09 3.28 -1.99
O -4.60 2.70 -0.84
C -3.68 2.87 0.27
O -3.72 3.86 1.02
C -2.58 1.71 0.44
C -1.59 1.46 -0.75
C -0.54 0.31 -0.62
N -0.42 -0.54 0.57
C 0.56 -1.66 0.66
C 1.81 -1.54 -0.33
O 2.70 -0.68 -0.07
O 2.04 -2.38 -1.48
C 1.74 -1.69 -2.70
C 2.43 -0.30 -3.16
O 0.86 -2.14 -3.50
C -1.32 -0.32 1.71
C -1.25 -1.20 3.05
C -2.42 0.81 1.70
H -1.47 1.47 -3.81
H -1.02 3.28 -4.19
H -1.45 2.12 -5.56
H -3.30 3.99 -4.51
H -3.77 2.38 -5.34
H -5.12 2.10 -3.49
H -3.63 1.28 -2.74
H -3.15 3.67 -1.79
H -1.69 2.14 -1.67
H 0.12 0.16 -1.56
H 0.99 -1.82 1.72
H 0.01 -2.65 0.40
H 3.34 -0.03 -2.50
H 2.77 -0.33 -4.26
H 1.67 0.57 -3.07
H -0.79 -0.62 3.94
H -0.74 -2.21 2.92
H -2.35 -1.44 3.33
H -3.10 0.95 2.60
O 1.28 -2.50 4.61
C 2.42 -2.45 4.21
O 2.81 -2.87 2.98
C 4.24 -2.78 2.88
C 4.65 -1.77 3.93
C 3.61 -1.98 5.01
H 4.67 -3.77 3.06
H 4.52 -2.46 1.87
H 5.68 -1.91 4.27
H 4.56 -0.76 3.52
H 3.90 -2.77 5.71
H 3.39 -1.06 5.54
*
```

Its frontier orbital gap is 0.2517 Eh. The calculation puts the lowest unoccupied orbital energy at -5.0 eV. The calculation puts the calculated total energy at -1336.5377 Ha. The highest occupied orbital energy comes out at -0.4368 Eh. For the maximum force, the calculation gives 5.896 eV/A.

***

[5]
Here is C18H25N2V as an isolated structure from the OMol25 dataset. Energies are from ωB97M-V/def2-TZVPD.

Geometry as ORCA input:
```
! RIJCOSX wB97M-V def2-TZVPD def2/J DEFGRID3
* xyz 1 2
C -1.87 1.61 0.48
C -3.04 0.91 -0.23
C -2.42 2.10 1.88
C -1.65 2.92 -0.32
H -3.20 2.86 1.69
H -1.64 2.56 2.52
H -2.89 1.30 2.50
H -3.84 1.66 -0.40
H -3.48 0.09 0.36
H -2.70 0.52 -1.20
H -2.61 3.49 -0.31
H -1.37 2.70 -1.36
H -0.86 3.57 0.12
C 0.23 -2.41 1.30
C -0.20 -1.38 2.19
C -1.44 -0.86 1.70
H 0.19 -1.22 3.21
C -1.76 -1.56 0.46
C -0.70 -2.49 0.23
H -0.69 -3.24 -0.57
H 1.03 -3.13 1.51
H -2.03 -0.12 2.22
H -2.65 -1.44 -0.19
C 2.27 1.25 -0.37
C 2.61 0.54 0.81
C 1.67 0.90 1.83
H 3.53 -0.04 0.98
C 0.78 1.90 1.30
C 1.15 2.12 -0.10
H 0.70 2.84 -0.81
H 2.84 1.24 -1.30
H 1.77 0.67 2.90
H 0.02 2.43 1.87
V -0.13 0.13 0.24
C 0.52 -1.07 -3.19
C 1.50 -1.63 -2.25
N 1.48 -1.35 -0.94
C 2.55 -2.07 -0.40
C 3.24 -2.76 -1.39
N 2.54 -2.46 -2.58
H 1.03 -0.49 -3.97
H -0.10 -1.87 -3.63
H -0.13 -0.41 -2.60
H 2.82 -2.08 0.65
H 4.11 -3.39 -1.30
H 2.81 -2.81 -3.51
*
```

Its frontier orbital gap (spin up / spin down) is 0.2503 / 0.2940 Eh. The calculation puts the lowest unoccupied orbital energy (spin up / spin down) at -4.6 / -3.5 eV. As for the expectation value of S²: 0.986. The calculation puts the calculated total energy at -1754.0247 Ha. The highest occupied orbital energy (spin up / spin down) comes out at -0.4179 / -0.4235 Eh. For the maximum force, the calculation gives 2.634 eV/A.

***

[6]
Here is one molecule with the formula C18H25N3O4 from the OMol25 dataset. Energies are from ωB97M-V/def2-TZVPD.

Geometry as ORCA input:
```
! RIJCOSX wB97M-V def2-TZVPD def2/J DEFGRID3
* xyz 0 1
C -2.90 -4.53 0.03
C -3.59 -3.45 0.37
C -4.27 -2.55 -0.62
O -4.33 -1.20 -0.19
C -3.19 -0.47 -0.13
C -1.92 -0.94 -0.44
C -0.82 -0.11 -0.36
C -0.97 1.22 0.04
C 0.17 2.10 0.13
N 1.33 1.73 -0.24
N 2.36 2.58 -0.13
C 3.64 2.24 -0.47
O 4.54 3.04 -0.38
C 3.80 0.80 -0.94
N 3.52 -0.10 0.17
C 4.52 -0.07 1.22
C 5.77 -0.88 0.87
O 5.44 -2.21 0.53
C 4.54 -2.25 -0.55
C 3.26 -1.47 -0.22
C -2.24 1.69 0.36
C -3.35 0.87 0.27
O -4.63 1.22 0.58
C -4.94 2.57 0.88
C -4.97 3.46 -0.36
H -2.45 -5.17 0.77
H -2.76 -4.82 -1.00
H -3.72 -3.17 1.40
H -3.81 -2.62 -1.61
H -5.32 -2.84 -0.71
H -1.78 -1.97 -0.73
H 0.17 -0.47 -0.58
H -0.01 3.10 0.54
H 2.21 3.52 0.24
H 3.06 0.62 -1.72
H 4.82 0.71 -1.36
H 4.79 0.97 1.43
H 4.05 -0.50 2.12
H 6.44 -0.95 1.74
H 6.31 -0.40 0.04
H 4.32 -3.30 -0.73
H 5.01 -1.82 -1.45
H 2.58 -1.48 -1.07
H 2.77 -1.95 0.63
H -2.34 2.72 0.67
H -5.94 2.52 1.32
H -4.25 2.97 1.63
H -4.00 3.50 -0.84
H -5.27 4.47 -0.08
H -5.69 3.07 -1.08
*
```

Its frontier orbital gap is 0.3069 Eh. Its SMILES is C=CCOc1ccc(/C=N/NC(=O)CN2CCOCC2)cc1OCC. The calculation puts the lowest unoccupied orbital energy at 0.6 eV. The energy relative to the best compared isomer or geometry (same formula, charge and spin) is 116.19 kcal/mol. The calculation puts the calculated total energy at -1166.0321 Ha. The highest occupied orbital energy comes out at -0.2866 Eh. For the maximum force, the calculation gives 1.321 eV/A.

***

Number 1: molecular weight 418.42 g/mol. Number 2: molecular weight 418.42 g/mol. Number 3: molecular weight 400.47 g/mol. Number 4: molecular weight 381.40 g/mol. Number 5: molecular weight 320.36 g/mol. Number 6: molecular weight 347.42 g/mol.